(1)
Density functional theory data (the ωB97M-V functional and the def2-TZVPD basis) for a molecular structure, C32H38CoN3P3Se3Si at a distorted geometry.

Each line ends with the Mulliken charge.
Cartesian coordinates (Å):
Co 0.818 1.425 -2.218  -0.660
Se -2.174 -2.339 2.387  -0.123
P -0.774 -0.872 2.903  1.157
C -1.387 0.419 4.001  0.670
C -2.374 1.277 3.519  -0.444
C -2.921 2.236 4.350  -0.730
C -2.494 2.337 5.669  -0.483
C -1.520 1.479 6.153  -0.752
C -0.963 0.517 5.320  -0.499
C 0.750 -1.519 3.652  0.025
C 1.837 -0.675 3.892  -0.196
C 2.993 -1.187 4.456  -0.786
C 3.072 -2.536 4.785  -0.494
C 1.991 -3.372 4.555  -0.615
C 0.828 -2.865 3.989  -0.584
C -0.161 0.070 1.476  0.636
C -0.172 -0.132 0.102  -0.623
N 0.497 0.933 -0.419  1.077
N 0.886 1.731 0.562  -1.189
N 0.496 1.233 1.700  -0.262
P -0.684 -1.361 -1.082  0.782
Se -0.350 -0.418 -3.041  -0.383
C 0.345 -2.827 -0.936  0.510
C 0.832 -3.229 0.305  0.243
C 1.631 -4.358 0.399  -0.551
C 1.931 -5.094 -0.739  -0.616
C 1.436 -4.702 -1.976  -0.813
C 0.650 -3.566 -2.080  -0.539
C -2.415 -1.768 -0.948  0.600
C -2.834 -3.091 -1.026  -0.218
C -4.187 -3.378 -0.937  -0.710
C -5.105 -2.352 -0.769  -0.550
C -4.681 -1.030 -0.702  -0.680
C -3.334 -0.733 -0.798  -0.461
H -2.718 1.185 2.494  0.353
H -3.685 2.904 3.974  0.404
H -2.927 3.085 6.320  0.386
H -1.191 1.553 7.180  0.406
H -0.204 -0.152 5.705  0.365
H 1.773 0.376 3.641  0.514
H 3.833 -0.532 4.646  0.425
H 3.976 -2.931 5.230  0.416
H 2.045 -4.420 4.822  0.470
H -0.025 -3.507 3.806  0.417
H 0.591 -2.675 1.199  -0.111
H 2.015 -4.657 1.365  0.515
H 2.551 -5.978 -0.663  0.415
H 1.666 -5.277 -2.863  0.433
H 0.280 -3.252 -3.048  0.536
H -2.113 -3.892 -1.124  0.379
H -4.521 -4.405 -0.986  0.434
H -6.159 -2.582 -0.689  0.412
H -5.402 -0.235 -0.566  0.430
H -2.997 0.296 -0.737  0.408
C 3.785 1.478 -3.635  -1.338
P 2.895 0.867 -2.191  1.604
C 3.161 -0.916 -2.148  -1.249
C 3.747 1.531 -0.750  -1.322
H 4.833 1.178 -3.577  0.426
H 3.716 2.564 -3.670  0.412
H 3.342 1.068 -4.542  0.364
H 4.233 -1.122 -2.151  0.560
H 2.691 -1.382 -3.012  0.346
H 2.717 -1.335 -1.244  0.151
H 4.797 1.232 -0.780  0.455
H 3.281 1.160 0.160  0.316
H 3.674 2.618 -0.747  0.339
C -0.877 4.053 -5.789  -0.997
Si -0.915 4.555 -3.999  0.284
C -0.562 6.354 -3.722  -0.997
C -2.414 3.944 -3.086  -0.916
Se 0.973 3.462 -3.145  -0.088
H -1.645 4.612 -6.331  0.354
H -1.089 2.990 -5.906  0.297
H 0.085 4.274 -6.252  0.338
H -1.363 6.956 -4.159  0.357
H 0.379 6.652 -4.185  0.316
H -0.510 6.589 -2.658  0.318
H -3.314 4.455 -3.437  0.414
H -2.320 4.135 -2.016  0.300
H -2.551 2.872 -3.239  0.210

Output
LUMO (spin up / spin down)	-3.54 / -5.00	eV
ΔE to the lowest compared entry with this formula, charge and spin	0.0	kJ/mol
charge	+1
E	-11306.9738	a.u.
spin multiplicity	1
HOMO-LUMO gap (spin up / spin down)	6.7 / 5.2	eV

---

(2)
Density functional theory data (the ωB97M-V functional and the def2-TZVPD basis) for a molecular structure, C32H38N3O3P2PbSeSi.

Each line ends with the Mulliken charge.
Cartesian coordinates (Å):
Pb -0.870 2.149 0.229  0.901
N -1.165 4.768 0.497  -0.491
C -2.613 4.985 0.405  -0.504
C -3.431 3.904 1.113  0.398
O -4.496 4.244 1.644  -0.764
N -2.939 2.664 1.040  0.012
C -3.763 1.630 1.636  -0.611
C -3.138 0.241 1.562  0.099
O -3.746 -0.695 2.083  -0.770
O -2.013 0.148 0.948  0.271
H -0.785 5.174 1.343  0.187
H -0.685 5.164 -0.302  0.231
H -2.888 4.947 -0.651  0.155
H -2.932 5.947 0.807  0.343
H -4.741 1.577 1.148  0.351
H -3.968 1.848 2.688  0.431
C 2.621 -1.781 0.375  -1.555
N 1.400 -0.997 0.593  0.747
P 0.327 -0.731 -0.759  -0.032
C 0.127 -2.448 -1.406  0.297
C -1.045 -3.078 -0.978  -0.807
C -1.283 -4.414 -1.279  -0.540
C -0.351 -5.135 -2.010  -0.562
C 0.815 -4.517 -2.447  -0.636
C 1.054 -3.182 -2.148  -0.209
C 1.520 0.022 -1.940  0.673
C 1.435 -0.193 -3.316  -0.644
C 2.222 0.533 -4.200  -0.818
C 3.085 1.510 -3.725  -0.624
C 3.148 1.765 -2.362  -0.676
C 2.373 1.027 -1.478  -0.715
P 0.722 -0.833 2.183  0.084
C 1.512 -2.261 3.042  0.047
C 2.489 -2.181 4.030  -0.159
C 2.943 -3.329 4.671  -0.666
C 2.421 -4.570 4.338  -0.484
C 1.439 -4.662 3.357  -0.622
C 0.984 -3.517 2.723  -0.458
C 1.720 0.559 2.875  0.676
C 2.973 0.959 2.419  0.191
C 3.618 2.050 2.988  -0.843
C 3.021 2.752 4.028  -0.465
C 1.770 2.366 4.490  -0.686
C 1.124 1.280 3.911  -0.530
H 3.167 -1.384 -0.484  0.423
H 2.409 -2.837 0.189  0.174
H 3.268 -1.728 1.248  0.603
H -1.762 -2.507 -0.391  0.401
H -2.196 -4.888 -0.939  0.443
H -0.527 -6.180 -2.240  0.365
H 1.548 -5.079 -3.014  0.396
H 1.965 -2.712 -2.494  0.409
H 0.736 -0.926 -3.699  0.586
H 2.154 0.341 -5.264  0.423
H 3.697 2.081 -4.413  0.359
H 3.791 2.553 -1.988  0.438
H 2.421 1.233 -0.415  0.415
H 2.901 -1.216 4.305  0.353
H 3.706 -3.252 5.436  0.392
H 2.766 -5.462 4.845  0.361
H 1.017 -5.627 3.101  0.400
H 0.201 -3.586 1.973  0.405
H 3.454 0.420 1.611  0.316
H 4.592 2.350 2.620  0.405
H 3.528 3.599 4.476  0.374
H 1.292 2.916 5.291  0.408
H 0.138 0.984 4.254  0.377
C -2.054 0.011 -4.265  -0.763
Si -2.843 1.369 -3.222  0.585
C -3.841 0.594 -1.848  -0.368
C -3.952 2.340 -4.392  -1.129
Se -1.263 2.781 -2.433  -0.636
H -2.756 -0.351 -5.023  0.472
H -1.757 -0.840 -3.642  0.001
H -1.164 0.395 -4.770  0.204
H -4.664 -0.004 -2.254  0.473
H -4.257 1.364 -1.190  0.051
H -3.207 -0.051 -1.231  -0.217
H -4.596 1.658 -4.959  0.321
H -3.338 2.906 -5.096  0.284
H -4.587 3.046 -3.850  0.272

Output
LUMO	2.34	eV
ΔE to the lowest compared entry with this formula, charge and spin	15.6	kJ/mol
charge	-1
E	-5198.9030	a.u.
spin multiplicity	1
HOMO-LUMO gap	7.1	eV

---

(3)
Density functional theory data (the ωB97M-V functional and the def2-TZVPD basis) for a molecular structure, C32H39CeN11OPS at a distorted geometry.

Each line ends with the Löwdin spin population.
Cartesian coordinates (Å):
Ce 10.569 14.177 7.827  1.018
S 10.005 19.074 8.784  0.000
C 11.636 18.876 9.231  0.000
C 12.501 19.908 9.567  0.000
C 13.810 19.580 9.794  0.000
C 14.206 18.247 9.595  0.000
C 13.375 17.227 9.287  0.000
C 12.033 17.551 9.112  0.000
N 10.988 16.690 8.727  -0.001
C 9.884 17.384 8.483  0.000
C 8.620 16.853 8.007  0.000
C 7.477 17.684 8.121  0.000
C 6.325 17.328 7.464  0.000
C 6.259 16.097 6.823  0.000
C 7.347 15.242 6.811  -0.001
C 8.574 15.622 7.366  -0.007
H 12.225 20.938 9.651  0.000
H 14.474 20.427 9.917  0.000
H 15.243 17.971 9.622  0.000
H 13.757 16.232 9.164  0.000
H 7.460 18.579 8.743  0.000
H 5.451 17.937 7.498  0.000
H 5.388 15.747 6.313  0.000
H 7.210 14.304 6.269  0.000
C 15.012 14.059 10.121  0.000
C 13.661 13.841 10.209  0.000
N 12.866 13.618 9.144  -0.002
C 13.452 13.536 7.983  0.000
C 14.793 13.719 7.763  0.000
C 15.594 14.023 8.860  0.000
C 15.216 13.634 6.324  0.000
C 14.525 14.221 5.346  0.000
C 13.592 15.343 5.495  0.000
C 14.160 16.550 5.137  0.000
C 13.350 17.677 5.166  0.000
N 12.033 17.632 5.385  0.000
C 11.564 16.442 5.680  0.000
N 12.288 15.321 5.824  -0.001
H 15.588 14.342 10.990  0.000
H 13.109 13.947 11.117  0.000
H 12.836 13.308 7.116  0.000
H 16.658 14.161 8.758  0.000
H 15.891 12.795 6.112  0.000
H 14.836 14.004 4.320  0.000
H 15.242 16.658 4.924  0.000
H 13.680 18.643 4.936  0.000
H 10.472 16.387 5.807  0.000
C 7.246 11.058 12.025  0.000
N 8.300 11.487 11.147  0.000
C 9.001 10.421 10.415  0.000
P 8.393 13.098 10.624  0.000
O 9.408 13.174 9.530  -0.003
N 8.864 14.204 11.796  0.000
C 10.059 15.066 11.660  0.000
C 8.044 14.312 12.994  0.000
N 6.896 13.669 10.233  0.000
C 5.689 12.916 9.821  0.000
C 6.604 15.085 10.356  0.000
H 7.674 10.446 12.811  0.000
H 6.485 10.505 11.481  0.000
H 6.748 11.967 12.457  0.000
H 9.519 9.826 11.111  0.000
H 9.688 10.841 9.704  0.000
H 8.246 9.826 9.886  0.000
H 10.765 14.536 11.035  0.000
H 10.497 15.359 12.633  0.000
H 9.777 16.032 11.204  0.000
H 7.021 14.092 12.729  0.000
H 7.986 15.374 13.367  0.000
H 8.331 13.625 13.794  0.000
H 5.894 11.896 9.860  0.000
H 5.394 13.187 8.813  0.000
H 4.876 13.135 10.480  0.000
H 7.539 15.652 10.511  0.000
H 5.842 15.295 11.090  0.000
H 6.201 15.451 9.399  0.000
N 11.253 7.416 5.926  0.000
C 10.695 8.525 6.336  0.000
N 9.377 8.536 6.690  0.000
N 11.435 9.610 6.476  0.000
C 10.886 10.743 6.661  0.000
N 10.427 11.795 6.889  -0.002
H 10.757 6.528 5.958  0.000
H 12.243 7.358 5.902  0.000
H 8.741 7.754 6.597  0.000
H 8.961 9.430 6.825  0.000

Output
LUMO (spin up / spin down)	-4.75 / -4.74	eV
charge	+2
E	-3134.7028	a.u.
spin multiplicity	2
HOMO-LUMO gap (spin up / spin down)	8.0 / 8.0	eV

---

(4)
Density functional theory data (the ωB97M-V functional and the def2-TZVPD basis) for a molecular structure, C32H39Cl3KN7SSi.

Each line ends with the Mulliken charge.
Cartesian coordinates (Å):
K 0.087 0.441 0.163  0.613
C 4.343 -1.750 1.309  -0.892
C 4.232 -2.643 2.399  -0.468
C 3.032 -2.786 3.033  -1.063
C 1.891 -2.031 2.618  -0.007
N 2.011 -1.164 1.552  0.954
C 3.182 -1.079 0.939  -0.925
C 0.619 -2.155 3.257  0.865
C 0.450 -2.874 4.479  -1.128
C -0.789 -2.971 5.048  -0.603
C -1.892 -2.361 4.431  -1.196
C -1.650 -1.671 3.241  0.437
N -0.466 -1.569 2.665  0.449
C -2.780 -1.005 2.517  0.736
C -3.916 -0.543 3.187  -0.912
C -4.925 0.058 2.454  -0.740
C -4.779 0.180 1.080  -0.863
C -3.610 -0.297 0.503  0.244
N -2.639 -0.869 1.202  0.385
H 5.253 -1.647 0.733  0.545
H 5.082 -3.243 2.709  0.362
H 2.938 -3.516 3.826  0.232
H 3.209 -0.419 0.070  0.575
H 1.301 -3.321 4.975  0.232
H -0.915 -3.515 5.979  0.371
H -2.888 -2.453 4.839  0.356
H -3.989 -0.631 4.263  0.378
H -5.810 0.438 2.953  0.357
H -5.541 0.649 0.469  0.479
H -3.417 -0.224 -0.563  0.057
C -3.668 3.004 -3.316  -0.813
C -2.951 1.693 -3.076  -0.533
N -2.181 1.786 -1.859  0.944
C -2.550 2.489 -0.755  -0.251
N -1.896 2.329 0.346  0.426
C -2.283 3.059 1.534  -0.513
C -3.052 4.336 1.233  -0.825
C -4.171 3.995 0.269  -0.679
N -3.613 3.385 -0.916  0.288
C -4.478 3.320 -2.074  -0.580
H -4.319 2.941 -4.191  0.396
H -2.931 3.793 -3.481  0.310
H -2.258 1.453 -3.883  0.262
H -3.683 0.872 -3.022  0.320
H -1.536 0.984 -1.741  -0.977
H -1.381 3.291 2.104  0.061
H -2.897 2.412 2.179  0.108
H -2.387 5.063 0.759  0.269
H -3.453 4.781 2.148  0.423
H -4.720 4.890 -0.042  0.403
H -4.894 3.324 0.764  0.251
H -4.984 4.287 -2.163  0.380
H -5.265 2.556 -1.946  0.219
S 1.246 2.490 3.166  -0.350
C 2.704 2.861 2.450  0.409
N 3.601 1.859 2.189  -0.001
C 4.791 2.017 1.569  -0.079
C 5.196 3.245 1.156  -0.766
C 4.315 4.331 1.375  0.033
C 3.118 4.151 1.996  -0.799
H 3.289 0.920 2.425  0.041
H 5.351 1.106 1.417  0.407
H 6.135 3.368 0.641  0.378
H 4.586 5.317 1.019  0.353
H 2.422 4.964 2.137  0.353
Cl 0.694 1.741 -4.575  -0.393
Si 1.671 2.291 -2.705  0.415
Cl 3.690 2.624 -3.553  -0.461
Cl 1.030 4.413 -2.695  -0.432
C 1.005 -2.065 -2.213  -1.195
C -0.485 -2.383 -2.025  2.652
C -0.928 -3.241 -3.222  -2.110
C -0.648 -3.226 -0.745  -1.600
C -1.296 -1.099 -1.901  -1.285
H 1.618 -2.974 -2.258  0.447
H 1.386 -1.446 -1.397  -0.117
H 1.149 -1.491 -3.133  0.263
H -0.340 -4.166 -3.305  0.447
H -0.814 -2.678 -4.153  0.358
H -1.983 -3.513 -3.117  0.425
H 0.012 -4.105 -0.760  0.451
H -1.682 -3.573 -0.649  0.366
H -0.422 -2.639 0.147  0.130
H -2.348 -1.387 -2.141  -0.061

Output
LUMO (spin up / spin down)	4.02 / 4.03	eV
ΔE to the lowest compared entry with this formula, charge and spin	155.2	kJ/mol
charge	-2
E	-4294.3947	a.u.
spin multiplicity	1
HOMO-LUMO gap (spin up / spin down)	4.3 / 3.9	eV

---

(5)
Density functional theory data (the ωB97M-V functional and the def2-TZVPD basis) for 8 unconnected molecules or ions with the total composition C32H39F7NO22 at a distorted geometry.

Each line ends with the Mulliken charge.
Cartesian coordinates (Å):
C 4.524 -0.468 -2.094  -1.350
C 4.644 0.677 -3.184  0.359
C 4.269 0.191 -4.657  -1.208
C 3.829 2.006 -2.762  0.102
C 4.694 3.214 -3.363  -1.095
C 2.408 1.886 -3.416  -0.700
O 1.392 2.768 -2.782  -0.403
C 0.179 2.229 -3.149  0.229
C -0.212 2.096 -4.567  -0.095
C -1.502 1.485 -4.964  -0.431
C -2.376 1.009 -3.861  -0.347
C -1.929 1.200 -2.489  -0.237
N -0.706 1.792 -2.175  0.080
H 5.519 -0.948 -1.874  0.323
H 3.746 -1.203 -2.432  0.327
H 4.194 -0.001 -1.117  0.301
H 5.738 0.953 -3.235  0.451
H 4.132 1.079 -5.345  0.257
H 3.323 -0.409 -4.577  0.312
H 5.089 -0.420 -5.130  0.346
H 3.808 2.091 -1.642  0.415
H 5.752 3.054 -3.014  0.189
H 4.614 3.114 -4.480  0.238
H 4.382 4.214 -2.964  0.357
H 2.510 2.250 -4.480  0.054
H 1.995 0.836 -3.371  0.589
H 0.466 2.462 -5.379  0.398
H -1.772 1.410 -6.049  0.402
H -3.343 0.523 -4.127  0.413
H -2.623 0.818 -1.687  0.404
H -0.508 1.880 -1.172  0.322
C -3.407 -3.060 -2.439  -0.464
C -4.320 -3.594 -1.386  0.592
O -4.386 -2.527 -0.445  -0.093
C -4.198 -1.395 -1.168  0.454
O -4.448 -0.293 -0.774  -0.609
O -3.693 -1.659 -2.404  -0.205
F -3.779 -4.672 -0.778  -0.359
H -2.352 -3.221 -2.205  0.348
H -3.613 -3.477 -3.416  0.374
H -5.320 -3.833 -1.735  0.087
C -3.210 -1.755 2.348  0.427
C -3.524 -1.323 3.748  0.354
O -2.476 -1.906 4.503  -0.336
C -1.409 -1.981 3.659  0.677
O -0.286 -2.166 4.013  -0.556
O -1.782 -1.811 2.363  -0.339
F -4.701 -1.842 4.168  -0.272
H -3.609 -2.743 2.112  -0.204
H -3.567 -1.045 1.603  0.058
H -3.525 -0.240 3.898  0.267
C 8.436 5.166 -1.412  -0.444
C 9.436 4.344 -0.655  0.278
O 8.660 3.262 -0.176  -0.324
C 7.660 3.093 -1.083  0.655
O 6.976 2.120 -1.154  -0.445
O 7.539 4.172 -1.906  -0.308
F 9.928 5.027 0.404  -0.283
H 7.890 5.861 -0.770  0.283
H 8.889 5.726 -2.229  0.280
H 10.260 3.964 -1.263  0.285
C 0.991 0.300 6.235  -0.387
C 0.849 1.251 5.087  0.393
O 1.723 2.306 5.437  -0.251
C 2.705 1.735 6.196  0.604
O 3.745 2.257 6.442  -0.504
O 2.347 0.497 6.626  -0.326
F -0.415 1.742 5.010  -0.300
H 0.333 0.548 7.072  0.319
H 0.811 -0.734 5.943  0.195
H 1.142 0.836 4.119  0.254
C -8.009 -4.288 -5.365  -0.479
C -8.336 -3.858 -3.966  0.297
O -7.288 -4.437 -3.206  -0.270
C -6.219 -4.506 -4.044  0.664
O -5.095 -4.687 -3.680  -0.587
O -6.583 -4.337 -5.339  -0.309
F -9.510 -4.381 -3.555  -0.269
H -8.403 -5.278 -5.603  0.298
H -8.365 -3.580 -6.113  0.278
H -8.343 -2.775 -3.817  0.300
C 3.045 5.964 6.988  -0.389
C 1.956 5.779 5.974  0.450
O 1.463 7.091 5.789  -0.320
C 2.519 7.922 6.036  0.566
O 2.556 9.067 5.724  -0.492
O 3.528 7.269 6.677  -0.314
F 0.958 5.004 6.463  -0.285
H 2.669 5.950 8.014  0.282
H 3.835 5.220 6.893  0.220
H 2.298 5.377 5.016  0.280
C -4.160 -7.819 2.941  -0.416
C -5.239 -8.014 1.918  0.289
O -5.741 -6.703 1.732  -0.295
C -4.695 -5.868 1.987  0.564
O -4.666 -4.719 1.677  -0.515
O -3.687 -6.510 2.634  -0.279
F -6.233 -8.796 2.398  -0.285
H -4.543 -7.836 3.964  0.289
H -3.362 -8.556 2.853  0.265
H -4.887 -8.411 0.962  0.282

Output
LUMO	-4.08	eV
charge	+1
E	-3651.6533	a.u.
spin multiplicity	1
HOMO-LUMO gap	8.2	eV

---

Question: What is the E in the fifth record?
Answer: -3651.6533 a.u.

---

Question: What is the E in the first record?
Answer: -11306.9738 a.u.

---

Question: E of number 4 (C32H39Cl3KN7SSi)?
Answer: -4294.3947 a.u.